{
  "formula": "ClH3NO2P",
  "method": "wB97M-V/def2-TZVPD",
  "symbols": ["N", "O", "O", "P", "Cl", "H", "H", "H"],
  "coordinates": [[-0.977, -1.401, -0.231], [1.431, 1.793, -0.028], [-0.613, -0.014, -0.503], [1.492, 0.237, 0.015], [1.095, 0.052, 1.914], [-1.159, -1.665, -1.205], [-1.843, -1.320, 0.359], [0.573, 2.317, -0.320]],
  "nbo_charge": [-0.553, -1.051, -0.684, 1.328, -0.282, 0.346, 0.345, 0.551],
  "homo_lumo_gap_ev": [8.8, 8.8],
  "lumo_ev": [0.0, 0.0],
  "charge": 0
}


{
  "formula": "C10H18BaF9N4O3",
  "method": "wB97M-V/def2-TZVPD",
  "symbols": ["Ba", "N", "C", "C", "N", "C", "C", "N", "H", "H", "H", "H", "H", "H", "H", "H", "H", "H", "H", "H", "H", "F", "C", "F", "F", "C", "O", "C", "F", "F", "F", "C", "F", "F", "F", "N", "C", "C", "O", "O", "H", "H", "H", "H", "H"],
  "coordinates": [[0.808, 0.490, 0.253], [0.219, -1.060, 2.615], [0.237, -2.450, 2.122], [-0.927, -2.704, 1.175], [-0.963, -1.810, -0.002], [-0.856, -2.470, -1.319], [0.478, -2.242, -2.014], [0.664, -0.811, -2.319], [0.927, -0.936, 3.332], [-0.667, -0.870, 3.074], [0.170, -3.176, 2.937], [1.187, -2.623, 1.609], [-1.859, -2.596, 1.735], [-0.884, -3.747, 0.851], [-1.840, -1.308, 0.019], [-1.652, -2.091, -1.965], [-1.023, -3.546, -1.224], [0.507, -2.863, -2.913], [1.298, -2.568, -1.369], [-0.075, -0.496, -2.941], [1.528, -0.678, -2.836], [-1.899, 5.599, -0.018], [-1.933, 4.261, 0.010], [-2.473, 3.835, -1.133], [-2.748, 3.890, 0.998], [-0.521, 3.645, 0.207], [-0.577, 2.296, 0.163], [0.064, 4.049, 1.594], [0.259, 5.352, 1.763], [1.266, 3.430, 1.752], [-0.709, 3.609, 2.587], [0.442, 4.125, -0.927], [0.753, 5.415, -0.876], [1.607, 3.427, -0.842], [-0.053, 3.859, -2.132], [6.196, 1.238, 2.023], [5.651, 0.654, 0.806], [4.160, 0.454, 0.961], [3.659, 0.823, 2.128], [3.435, 0.002, 0.094], [6.900, 0.658, 2.456], [4.443, 1.173, 2.632], [6.589, 2.157, 1.876], [6.084, -0.319, 0.572], [5.798, 1.281, -0.075]],
  "mulliken_charge": [1.839, -0.536, -0.484, -0.836, -0.002, -0.890, -0.411, -0.530, 0.216, 0.208, 0.416, 0.251, 0.404, 0.304, 0.269, 0.440, 0.295, 0.414, 0.251, 0.207, 0.213, -0.240, 0.491, -0.226, -0.228, 0.821, -1.198, 0.487, -0.232, -0.229, -0.256, 0.477, -0.232, -0.217, -0.258, -0.601, -0.242, 0.619, -0.530, -0.801, 0.216, 0.470, 0.214, 0.335, 0.321],
  "homo_lumo_gap_ev": 10.1,
  "lumo_ev": -2.5,
  "charge": 1
}


{
  "formula": "C3H8N2",
  "method": "wB97M-V/def2-TZVPD",
  "symbols": ["C", "C", "C", "H", "H", "H", "H", "H", "H", "H", "H", "N", "N"],
  "coordinates": [[0.389, -0.047, 0.463], [-0.725, -0.982, -0.222], [-0.581, 1.005, -0.293], [2.474, -0.936, -0.249], [2.445, 0.646, 0.204], [0.157, -0.048, 1.640], [-0.568, -0.779, -1.370], [-0.991, -2.059, -0.097], [-1.818, -0.020, 1.169], [-0.331, 1.141, -1.274], [-0.353, 2.061, 0.222], [1.698, -0.045, -0.186], [-1.797, 0.063, -0.007]],
  "nbo_charge": [-0.063, -0.255, -0.228, 0.376, 0.370, 0.176, 0.186, 0.203, 0.317, 0.201, 0.182, -0.892, -0.574],
  "homo_lumo_gap_ev": 10.1,
  "lumo_ev": 1.0,
  "charge": 0
}


Here are the calculated E_tot numbers, same order: -1008.5176 -1760.8663 -228.4587 (Eh).
Here are the calculated relative energy (zero: lowest compared OMol25 entry of this formula, charge and spin) numbers, same order: 355.5 0.0 498.8 (kJ/mol).